{"formula": "C5H12NO", "method": "ωB97M-V/def2-TZVPD", "species": ["C", "O", "C", "C", "C", "C", "N", "H", "H", "H", "H", "H", "H", "H", "H", "H", "H", "H", "H"], "positions_angstrom": [[1.94521, 0.35153, 0.70389], [0.87999, 0.91473, 1.48171], [1.59808, 0.27594, -0.77590], [0.54215, -0.73075, -1.25202], [-0.67566, -0.99362, -0.35530], [-1.77964, -0.16571, -0.57773], [-2.64435, 0.00921, 0.61401], [2.19421, -0.65328, 1.07730], [2.83813, 0.97055, 0.80291], [1.24142, 1.13367, 2.34173], [2.53335, 0.14243, -1.32729], [1.26246, 1.29441, -1.01237], [1.02657, -1.64976, -1.59035], [0.06496, -0.29238, -2.13771], [-0.35825, -1.27326, 0.64111], [-2.16456, 0.27809, -1.47275], [-2.11428, -0.26534, 1.43768], [-2.77405, 1.01989, 0.73299], [-3.61574, -0.36634, 0.66810]], "forces_ev_per_a": [[0.102, -0.702, -0.082], [-0.022, -0.001, -0.288], [-0.337, 0.952, 0.347], [-1.126, -0.107, -0.285], [1.878, -0.440, -0.767], [-0.425, 0.072, 0.897], [-0.638, 1.539, -0.087], [-0.057, 0.079, 0.080], [0.086, 0.077, 0.075], [0.068, 0.033, 0.138], [0.003, -0.113, 0.017], [-0.055, -0.103, -0.139], [0.027, -0.095, 0.186], [0.492, -0.133, -0.281], [-0.513, 0.008, 0.420], [-0.074, -0.038, -0.185], [0.042, -0.337, -0.014], [-0.040, -0.185, 0.108], [0.591, -0.507, -0.140]], "orbital_gap_ha": [0.152, 0.288], "e_above_lowest_kcal_mol": 61.4, "multiplicity": 2, "molar_mass_g_mol": 102.16}



{"formula": "C5H12NO", "method": "ωB97M-V/def2-TZVPD", "species": ["C", "C", "C", "C", "N", "C", "H", "H", "H", "H", "H", "H", "H", "H", "H", "H", "H", "H", "O"], "positions_angstrom": [[2.35378, -1.60702, 1.05194], [1.56260, -1.53343, -0.26245], [0.29073, -0.73422, -0.14160], [0.14509, 0.37926, -0.89196], [-0.84402, 1.31236, -0.63101], [-0.95769, 2.60695, -1.05973], [2.91962, -2.52909, 1.20384], [3.00371, -0.74284, 1.16542], [1.70334, -1.54280, 1.92684], [2.23100, -1.04400, -0.97360], [1.40172, -2.53532, -0.68130], [-0.57226, -1.23845, 0.28518], [0.94301, 0.75709, -1.51251], [-1.35519, 1.06117, 0.20364], [-0.16732, 2.96720, -1.69747], [-1.68330, 3.21721, -0.56128], [-3.79785, 0.26278, 1.62875], [-3.90151, 0.49143, 0.10841], [-3.27546, 0.45172, 0.83891]], "forces_ev_per_a": [[-0.382, -0.062, 0.722], [0.387, -0.130, -0.078], [0.362, -0.662, -1.654], [0.020, 0.980, 1.414], [-0.244, -0.661, 0.406], [0.440, -0.552, -0.298], [0.156, 0.124, -0.353], [0.251, -0.013, -0.155], [-0.277, -0.103, -0.076], [-0.157, 0.052, -0.219], [-0.182, 0.053, 0.273], [0.068, 0.444, 0.550], [0.206, -0.085, -0.246], [-0.461, 0.133, -0.258], [-0.143, 0.278, -0.067], [-0.026, 0.214, -0.030], [0.071, 0.046, -0.204], [0.021, -0.008, 0.039], [-0.111, -0.049, 0.234]], "orbital_gap_ha": [0.234, 0.323], "e_above_lowest_kcal_mol": 10.8, "multiplicity": 2, "molar_mass_g_mol": 102.16}



{"formula": "C5H12NO", "method": "ωB97M-V/def2-TZVPD", "species": ["C", "O", "C", "C", "C", "C", "N", "H", "H", "H", "H", "H", "H", "H", "H", "H", "H", "H", "H"], "positions_angstrom": [[-1.06362, -1.50924, -0.38511], [0.31554, -1.82060, -0.53457], [-1.33572, -0.74399, 0.82104], [-0.40372, 0.50005, 1.15101], [1.10546, 0.48809, 0.59738], [1.11823, 2.12407, -1.25169], [1.08523, 0.92431, -0.79721], [-1.27345, -0.77449, -1.25983], [-1.63505, -2.42952, -0.59379], [0.39350, -2.62368, -1.11426], [-1.11755, -1.55050, 1.68502], [-2.40973, -0.41700, 1.00545], [-0.94249, 1.40944, 0.78963], [-0.34948, 0.57912, 2.23612], [1.79110, 0.98537, 1.30142], [1.43114, -0.57723, 0.65359], [1.20154, 2.43902, -2.37544], [0.96906, 2.93331, -0.66783], [1.11999, 0.06345, -1.26094]], "forces_ev_per_a": [[-0.530, 1.360, -4.448], [0.572, -1.973, -0.592], [0.572, -0.888, 4.835], [0.155, 0.077, -0.579], [-1.769, -0.563, 0.986], [0.685, 3.276, -5.723], [0.630, -4.527, 3.360], [-0.123, -1.184, 0.869], [-0.242, 0.531, 0.656], [-0.157, 1.260, 0.897], [-0.547, 1.762, -1.369], [1.267, -0.632, -0.736], [0.687, -0.481, 0.144], [-0.175, -0.004, 0.084], [-0.351, 0.667, -0.560], [-0.131, 1.061, -0.313], [-0.148, -1.379, 2.210], [-0.450, 2.192, 2.236], [0.055, -0.554, -1.958]], "orbital_gap_ha": [0.210, 0.384], "e_above_lowest_kcal_mol": 38.6, "multiplicity": 2, "molar_mass_g_mol": 102.16}



{"formula": "C5H12NO", "method": "ωB97M-V/def2-TZVPD", "species": ["C", "C", "C", "C", "C", "N", "H", "H", "H", "H", "H", "H", "H", "H", "H", "H", "H", "H", "O"], "positions_angstrom": [[-1.32874, 0.93844, -0.56606], [-1.02309, 0.00681, 0.63827], [-0.28049, -1.23605, 0.18234], [-0.76338, -2.47745, 0.42601], [1.61275, 0.07627, -0.43520], [0.86742, -1.09395, -0.57643], [-2.13698, 0.54791, -1.18863], [-1.69572, 1.87372, -0.14070], [-0.46967, 1.20932, -1.17633], [-0.22146, 0.45931, 1.23305], [-1.82987, -0.18366, 1.34046], [-1.62367, -2.65306, 1.06873], [-0.39982, -3.35274, -0.09455], [1.97010, 0.19999, -1.45789], [2.31759, -0.21750, 0.35228], [1.10633, -1.81294, -1.25122], [1.34745, 3.38900, 0.73026], [1.51461, 1.84602, 0.18386], [1.03664, 2.48057, 0.73175]], "forces_ev_per_a": [[-0.966, 0.034, 0.927], [2.644, 0.582, -0.286], [-1.458, -1.594, 1.128], [-0.116, -0.216, -0.587], [0.186, -5.573, -3.240], [-0.578, 2.437, 1.219], [0.231, -0.146, -0.038], [0.093, 0.019, -0.103], [0.000, -0.169, 0.041], [-0.599, 0.780, 0.281], [-0.185, -0.296, -0.452], [0.087, 0.289, -0.264], [0.465, -0.159, 0.261], [1.121, 0.851, 0.456], [-0.480, 2.112, 1.386], [-0.487, 0.423, -1.011], [0.551, -0.207, -0.518], [0.451, 1.265, 0.128], [-0.959, -0.431, 0.672]], "orbital_gap_ha": 0.232, "e_above_lowest_kcal_mol": 118.5, "multiplicity": 1, "molar_mass_g_mol": 102.16, "total_charge": 1}



{"formula": "C5H12NO", "method": "ωB97M-V/def2-TZVPD", "species": ["C", "C", "C", "C", "C", "N", "O", "H", "H", "H", "H", "H", "H", "H", "H", "H", "H", "H", "H"], "positions_angstrom": [[2.02519, 0.52598, -1.03226], [1.19321, -0.18900, -0.15058], [-0.14955, -2.20478, 0.28719], [-0.95778, 1.96022, 0.62348], [0.07383, -1.00045, -0.45535], [-1.17688, 0.52458, 0.78573], [-0.49169, -0.88273, -1.66439], [2.81834, 1.14930, -0.66816], [1.87197, 0.63999, -2.10635], [1.41722, -0.01032, 0.90593], [0.68356, -2.52764, 1.07115], [-1.03919, -2.07683, 0.83334], [-0.43178, -3.12326, -0.33067], [-1.49672, 2.22106, -0.27562], [-1.44030, 2.42515, 1.43840], [0.13043, 2.20671, 0.33385], [-0.71602, 0.25219, 1.68095], [-2.26785, 0.26733, 0.83452], [-0.04600, -0.15751, -2.11116]], "forces_ev_per_a": [[-2.859, -1.415, 1.442], [3.758, 3.341, -1.194], [0.869, -3.520, 1.344], [0.787, -0.628, -2.290], [-0.462, 0.988, -2.736], [-1.433, -1.952, 1.072], [0.671, -0.844, 1.824], [0.271, -0.043, 0.424], [0.018, -0.574, 0.098], [0.042, -0.646, -0.319], [-1.621, 1.059, -1.918], [-1.271, 0.150, 1.076], [0.732, 1.423, 0.331], [-0.317, 0.402, -0.247], [0.287, 1.297, 0.961], [-1.564, -0.337, 1.262], [-1.027, 0.028, -0.705], [3.283, 0.807, -0.024], [-0.164, 0.464, -0.402]], "orbital_gap_ha": 0.334, "e_above_lowest_kcal_mol": 60.4, "multiplicity": 1, "molar_mass_g_mol": 102.16, "total_charge": 1}



{"formula": "C5H12NO", "method": "ωB97M-V/def2-TZVPD", "species": ["O", "C", "C", "N", "H", "H", "H", "H", "H", "H", "C", "C", "C", "H", "H", "H", "H", "H", "H"], "positions_angstrom": [[1.64692, 2.05467, -1.10341], [1.12410, 1.19977, -0.45465], [0.43560, 0.03302, -1.14678], [0.56761, 0.32579, -2.63142], [1.19721, 1.17892, 0.63658], [0.88912, -0.92763, -0.93138], [-0.62367, 0.05884, -0.89660], [-0.26654, 0.03329, -3.13369], [0.76286, 1.33826, -2.70944], [1.36846, -0.18540, -3.00176], [-0.83923, -1.93056, 1.04922], [-1.09558, -0.71519, 1.89131], [-1.84894, -0.71259, 2.99000], [0.17710, -2.13620, 0.71518], [-1.19161, -2.80431, 1.59974], [-1.47686, -1.83076, 0.16232], [-0.64269, 0.24247, 1.64187], [-1.96774, 0.25086, 3.46709], [-2.31954, -1.60904, 3.36848]], "forces_ev_per_a": [[-0.049, 0.577, -0.454], [0.614, -0.638, 0.474], [-0.257, 0.832, -0.699], [0.036, -0.525, 0.692], [-0.214, -0.037, 0.140], [-0.099, -0.020, 0.173], [0.021, -0.316, 0.089], [-0.036, 0.154, -0.201], [0.049, -0.021, -0.147], [0.025, 0.143, -0.219], [-0.841, -0.010, -0.019], [0.261, -0.162, 0.697], [0.539, 0.401, -0.776], [0.140, 0.231, 0.262], [0.067, -0.041, -0.166], [0.122, -0.330, -0.120], [0.003, -0.073, -0.261], [-0.299, -0.249, 0.402], [-0.081, 0.082, 0.131]], "orbital_gap_ha": 0.328, "e_above_lowest_kcal_mol": 38.8, "multiplicity": 1, "molar_mass_g_mol": 102.16, "total_charge": 1}



{"formula": "C5H12NO", "method": "ωB97M-V/def2-TZVPD", "species": ["C", "C", "N", "C", "C", "O", "C", "H", "H", "H", "H", "H", "H", "H", "H", "H", "H", "H", "H"], "positions_angstrom": [[1.91590, -0.16944, 0.49240], [1.23664, 0.72997, -0.52282], [-0.21405, 0.38457, -0.77839], [-1.18549, 0.85218, 0.27717], [-1.51747, -0.43746, 1.06173], [-0.72661, -1.45432, 0.44357], [-0.55342, -1.08349, -0.86596], [1.41118, -0.14764, 1.45765], [2.00114, -1.19874, 0.15139], [2.92504, 0.21394, 0.64671], [1.73767, 0.70715, -1.49087], [1.23814, 1.76215, -0.17166], [-0.46413, 0.82354, -1.66182], [-2.05131, 1.26678, -0.23501], [-0.73588, 1.62116, 0.89816], [-2.57714, -0.68455, 1.00481], [-1.18840, -0.37552, 2.09533], [0.22709, -1.66253, -1.35197], [-1.47889, -1.14774, -1.45043]], "forces_ev_per_a": [[0.049, 0.150, -0.001], [0.179, -0.045, 0.227], [-0.097, 0.325, -0.176], [-0.090, -0.093, 0.134], [0.220, 0.044, 0.009], [0.003, -0.060, -0.003], [-0.165, -0.260, -0.162], [0.001, -0.054, -0.028], [-0.040, -0.008, 0.043], [-0.025, -0.016, -0.045], [-0.040, -0.120, 0.026], [-0.055, -0.007, -0.109], [-0.030, 0.067, -0.029], [0.006, -0.018, 0.065], [0.120, 0.000, -0.105], [-0.005, 0.007, 0.026], [-0.178, -0.021, 0.045], [0.138, 0.074, 0.121], [0.009, 0.037, -0.038]], "orbital_gap_ha": 0.438, "e_above_lowest_kcal_mol": 11.4, "smiles": "CC[N@@H+]1CCOC1", "multiplicity": 1, "molar_mass_g_mol": 102.16, "total_charge": 1}



{"formula": "C5H12NO", "method": "ωB97M-V/def2-TZVPD", "species": ["C", "C", "C", "C", "C", "N", "O", "H", "H", "H", "H", "H", "H", "H", "H", "H", "H", "H", "H"], "positions_angstrom": [[-0.68611, -0.21729, -0.97040], [0.65464, -0.26125, -0.19624], [-1.34246, 1.04512, -0.48682], [-0.45422, -0.21193, -2.47508], [1.68265, -0.52492, 2.02746], [0.45535, -0.60433, 1.21334], [-1.78976, 1.05771, 0.76664], [-1.28449, -1.08764, -0.68833], [1.29083, 0.60948, -0.32047], [-1.11941, 1.98355, -0.97857], [0.10281, 0.66775, -2.77731], [-1.39883, -0.22760, -3.00582], [0.11740, -1.08913, -2.75465], [2.44204, -1.17639, 1.59745], [2.06854, 0.49283, 2.02892], [1.48175, -0.82926, 3.05024], [-0.29451, -0.00333, 1.63120], [0.09211, -1.56652, 1.25023], [-2.01833, 1.94315, 1.08821]], "forces_ev_per_a": [[0.087, -0.201, 0.050], [-1.720, 1.105, -0.716], [1.848, -0.981, -0.076], [-0.100, -0.045, 0.268], [0.787, 0.024, 0.346], [-0.550, -0.027, 0.259], [-0.378, -0.075, 0.375], [-0.072, -0.007, 0.032], [0.284, -0.072, 0.069], [-0.115, 0.196, 0.026], [0.124, 0.179, -0.084], [-0.152, 0.046, -0.102], [0.079, -0.104, -0.052], [-0.142, 0.003, -0.037], [-0.181, 0.007, -0.092], [-0.132, -0.038, -0.007], [0.278, -0.251, -0.145], [0.031, 0.281, 0.042], [0.025, -0.039, -0.157]], "orbital_gap_ha": [0.267, 0.343], "e_above_lowest_kcal_mol": 68.4, "multiplicity": 1, "molar_mass_g_mol": 102.16, "total_charge": 1}